Computed, not measured: a 13-piece molecular cluster, C36H107N9O13 overall at a distorted geometry, with ωB97M-V/def2-TZVPD.

Element x y z (Å)
C  -3.215  -1.135  4.749
C  -4.525  -1.723  5.298
C  -5.585  -0.612  5.328
O  -5.328  0.636  6.041
C  -6.188  1.683  5.683
N  -4.847  -2.784  4.380
H  -3.313  -0.992  3.672
H  -2.462  -1.878  5.011
H  -3.084  -0.116  5.114
H  -4.488  -1.971  6.358
H  -6.471  -1.130  5.696
H  -5.768  -0.360  4.283
H  -6.654  1.628  4.699
H  -5.578  2.586  5.694
H  -6.975  1.964  6.383
H  -4.968  -2.364  3.470
H  -5.744  -3.220  4.534
C  5.409  -3.397  -5.871
C  5.396  -2.062  -6.529
C  5.753  -0.936  -5.596
O  4.531  -0.641  -4.879
C  4.689  0.098  -3.750
N  6.425  -2.032  -7.572
H  4.688  -3.499  -5.060
H  6.370  -3.742  -5.490
H  5.010  -4.034  -6.661
H  4.388  -1.915  -6.918
H  5.827  -0.067  -6.251
H  6.550  -1.268  -4.930
H  5.379  -0.309  -3.011
H  3.810  0.205  -3.116
H  5.090  1.094  -3.941
H  6.331  -1.121  -7.998
H  6.165  -2.727  -8.258
C  5.741  1.000  0.963
C  6.579  -0.158  1.567
C  7.294  0.125  2.944
O  6.476  0.396  4.038
C  7.149  0.754  5.255
N  5.723  -1.368  1.626
H  6.393  1.819  0.660
H  5.106  1.432  1.737
H  5.144  0.639  0.125
H  7.363  -0.425  0.858
H  7.872  1.043  2.839
H  8.017  -0.633  3.245
H  8.039  0.180  5.515
H  6.499  0.680  6.126
H  7.455  1.800  5.275
H  6.254  -2.139  2.004
H  5.531  -1.479  0.641
C  4.783  5.889  4.070
C  4.572  4.557  3.359
C  4.697  4.717  1.803
O  3.708  5.189  1.009
C  2.509  4.456  1.173
N  5.648  3.736  3.901
H  3.943  6.571  3.933
H  5.752  6.237  3.711
H  5.050  5.671  5.104
H  3.676  3.975  3.574
H  4.955  3.765  1.338
H  5.557  5.363  1.623
H  2.465  3.388  0.960
H  1.746  4.746  0.450
H  2.172  4.635  2.194
H  5.355  2.772  3.831
H  5.729  3.955  4.884
C  0.017  -5.587  5.059
C  -0.954  -4.382  4.701
C  -0.622  -3.639  3.393
O  0.668  -3.154  3.272
C  1.166  -2.298  4.308
N  -2.294  -5.012  4.627
H  -0.208  -6.077  6.006
H  1.059  -5.307  4.904
H  -0.060  -6.375  4.310
H  -1.102  -3.812  5.618
H  -1.422  -2.923  3.203
H  -0.864  -4.315  2.574
H  2.217  -2.294  4.022
H  1.143  -2.762  5.294
H  0.766  -1.284  4.349
H  -2.288  -5.704  3.891
H  -3.089  -4.390  4.611
C  -3.127  1.598  -2.463
C  -4.150  1.198  -3.511
C  -5.100  2.286  -3.744
O  -5.899  2.453  -2.544
C  -6.867  3.507  -2.729
N  -3.383  0.952  -4.748
H  -3.696  1.614  -1.534
H  -2.608  2.526  -2.704
H  -2.292  0.912  -2.315
H  -4.668  0.255  -3.334
H  -5.769  1.967  -4.544
H  -4.500  3.162  -3.987
H  -7.500  3.463  -3.615
H  -6.266  4.402  -2.886
H  -7.550  3.607  -1.885
H  -3.994  0.807  -5.539
H  -2.771  0.171  -4.563
C  1.568  -1.866  -8.849
C  1.715  -0.627  -8.045
C  1.489  -0.737  -6.559
O  1.627  0.515  -5.934
C  1.196  0.420  -4.522
N  3.050  -0.167  -8.213
H  0.626  -2.413  -8.889
H  2.183  -2.721  -8.568
H  1.841  -1.752  -9.898
H  0.986  0.036  -8.512
H  2.296  -1.381  -6.207
H  0.548  -1.245  -6.348
H  0.130  0.219  -4.414
H  1.228  1.421  -4.090
H  1.787  -0.279  -3.931
H  3.653  -0.977  -8.214
H  3.229  0.348  -7.362
C  -2.160  -1.106  0.449
C  -0.936  -0.792  -0.474
C  0.305  -1.173  0.437
O  1.627  -0.940  -0.213
C  1.816  0.436  -0.532
N  -0.952  -1.711  -1.620
H  -2.219  -0.639  1.432
H  -2.292  -2.141  0.764
H  -3.093  -0.940  -0.090
H  -0.707  0.248  -0.706
H  0.298  -2.235  0.684
H  0.373  -0.694  1.414
H  2.899  0.388  -0.647
H  1.704  1.135  0.296
H  1.248  0.589  -1.450
H  0.019  -1.987  -1.653
H  -1.490  -2.519  -1.340
C  -8.543  3.068  1.400
C  -7.006  2.912  1.462
C  -6.615  1.444  1.179
O  -5.184  1.205  1.060
C  -4.408  1.536  2.237
N  -6.401  3.790  0.462
H  -8.991  2.372  2.109
H  -8.991  2.847  0.431
H  -8.777  4.118  1.574
H  -6.616  3.313  2.398
H  -7.131  1.133  0.271
H  -6.974  0.778  1.964
H  -4.913  1.524  3.203
H  -4.002  2.528  2.037
H  -3.432  1.050  2.255
H  -6.214  3.107  -0.258
H  -5.486  3.869  0.883
O  -1.722  -4.621  -0.539
H  -2.628  -4.930  -0.542
H  -1.221  -5.340  -0.926
O  2.979  -0.603  2.068
H  2.528  -1.093  1.381
H  3.902  -0.632  1.817
O  -6.126  -1.749  1.830
H  -5.682  -1.158  1.221
H  -6.148  -2.590  1.374
O  -2.759  -1.545  -3.745
H  -2.171  -1.435  -2.997
H  -2.426  -2.318  -4.200

## Properties
Net charge ... +1
M ... 874.30 g/mol
ΔE to the lowest compared entry with this formula, charge and spin ... 0.0 kcal per mole
LUMO (alpha / beta) ... -0.1010 / -0.2932 hartree
Largest force on an atom ... 4.59 eV/A
2S+1 ... 2



Computed, not measured: a 11-piece molecular cluster, C43H115N9O18 overall at a distorted geometry, with ωB97M-V/def2-TZVPD.

Element x y z (Å)
C  -7.535  -2.732  3.007
O  -7.351  -1.326  3.067
C  -6.387  -0.869  2.144
C  -6.030  0.559  2.558
N  -5.500  0.740  3.915
C  -4.132  0.183  3.978
C  -3.497  0.382  5.344
O  -3.043  1.713  5.489
C  -2.091  1.825  6.518
H  -6.626  -3.336  3.061
H  -8.043  -2.880  2.045
H  -8.228  -3.059  3.778
H  -6.672  -0.987  1.090
H  -5.528  -1.552  2.215
H  -6.954  1.152  2.506
H  -5.491  1.178  1.834
H  -6.129  0.162  4.468
H  -3.547  0.606  3.162
H  -4.189  -0.902  3.815
H  -2.610  -0.264  5.343
H  -4.201  0.007  6.093
H  -2.614  1.878  7.477
H  -1.521  2.748  6.386
H  -1.310  1.060  6.605
C  3.111  -0.112  5.938
O  4.300  -0.462  5.269
C  4.207  -0.637  3.865
C  3.174  -1.654  3.383
N  3.547  -3.072  3.690
C  3.544  -3.388  5.119
C  3.638  -4.912  5.299
O  4.835  -5.431  4.715
C  4.898  -6.799  5.065
H  3.215  -0.283  7.009
H  2.229  -0.620  5.553
H  2.967  0.975  5.860
H  5.178  -0.995  3.518
H  4.091  0.348  3.394
H  3.186  -1.718  2.294
H  2.196  -1.465  3.813
H  4.388  -3.405  3.242
H  2.632  -3.033  5.597
H  4.385  -2.969  5.679
H  2.724  -5.315  4.855
H  3.643  -5.099  6.376
H  5.215  -7.017  6.090
H  5.616  -7.273  4.394
H  3.952  -7.330  4.926
C  -3.638  -2.570  0.546
O  -2.535  -1.983  -0.126
C  -2.523  -2.226  -1.510
C  -1.869  -3.567  -1.951
N  -0.517  -3.704  -1.410
C  0.277  -4.751  -2.060
C  -0.024  -6.106  -1.429
O  -1.327  -6.601  -1.589
C  -1.662  -7.758  -0.885
H  -3.796  -3.625  0.299
H  -4.530  -1.996  0.276
H  -3.424  -2.515  1.613
H  -1.952  -1.452  -2.023
H  -3.547  -2.265  -1.898
H  -1.850  -3.405  -3.040
H  -2.522  -4.404  -1.717
H  -0.050  -2.807  -1.379
H  1.335  -4.602  -1.852
H  0.067  -4.774  -3.137
H  0.217  -6.023  -0.363
H  0.669  -6.809  -1.913
H  -0.867  -8.517  -0.839
H  -2.447  -8.333  -1.375
H  -1.926  -7.537  0.151
C  -5.044  -1.748  -10.520
O  -4.334  -2.133  -9.357
C  -3.845  -3.457  -9.434
C  -3.348  -3.834  -8.027
N  -2.056  -4.511  -8.139
C  -1.365  -4.635  -6.872
C  -0.966  -3.378  -6.090
O  -0.447  -2.430  -7.004
C  0.513  -1.583  -6.413
H  -6.045  -2.197  -10.545
H  -4.475  -2.087  -11.389
H  -5.229  -0.676  -10.506
H  -3.061  -3.496  -10.205
H  -4.585  -4.180  -9.799
H  -4.060  -4.583  -7.671
H  -3.349  -2.946  -7.393
H  -1.521  -4.037  -8.856
H  -0.483  -5.277  -6.952
H  -2.016  -5.286  -6.277
H  -0.252  -3.607  -5.296
H  -1.878  -2.998  -5.608
H  1.147  -1.154  -7.187
H  1.213  -2.126  -5.767
H  0.107  -0.748  -5.835
C  2.641  4.860  3.197
O  2.183  5.877  2.364
C  1.075  6.589  2.937
C  0.644  7.714  2.016
N  1.825  8.389  1.506
C  1.527  9.187  0.324
C  2.609  10.225  0.007
O  2.168  11.290  -0.817
C  1.054  12.012  -0.343
H  2.893  5.111  4.238
H  3.566  4.485  2.758
H  1.931  4.036  3.331
H  1.283  6.899  3.964
H  0.300  5.812  2.970
H  0.121  8.431  2.653
H  -0.012  7.332  1.226
H  2.612  7.781  1.337
H  0.559  9.677  0.440
H  1.394  8.541  -0.557
H  3.400  9.730  -0.552
H  2.959  10.668  0.946
H  0.096  11.512  -0.504
H  1.109  13.022  -0.738
H  1.131  12.096  0.752
C  0.738  -0.746  -2.887
O  0.641  -0.854  -1.481
C  1.605  -0.098  -0.768
C  1.266  -0.152  0.711
N  -0.112  0.316  0.897
C  -0.687  -0.127  2.145
C  -0.223  0.712  3.332
O  1.185  0.813  3.487
C  1.436  1.646  4.595
H  0.524  0.271  -3.225
H  0.105  -1.555  -3.250
H  1.752  -0.923  -3.273
H  1.585  0.961  -1.069
H  2.637  -0.365  -1.023
H  1.912  0.562  1.221
H  1.398  -1.193  1.021
H  -0.599  0.234  0.019
H  -0.403  -1.169  2.353
H  -1.775  -0.069  2.115
H  -0.736  0.358  4.232
H  -0.608  1.717  3.122
H  2.461  2.013  4.671
H  1.188  1.050  5.473
H  0.862  2.578  4.600
C  1.907  0.387  -9.301
O  2.067  0.997  -8.044
C  0.895  1.649  -7.614
C  1.165  2.472  -6.359
N  1.709  1.618  -5.291
C  1.917  2.445  -4.081
C  3.143  1.964  -3.312
O  4.260  2.534  -4.006
C  5.457  1.877  -3.663
H  2.739  -0.285  -9.511
H  1.787  1.121  -10.101
H  1.046  -0.296  -9.272
H  0.062  0.962  -7.429
H  0.607  2.347  -8.410
H  0.217  2.887  -6.018
H  1.865  3.217  -6.753
H  2.676  1.466  -5.581
H  0.980  2.373  -3.505
H  1.847  3.534  -4.198
H  3.221  0.878  -3.390
H  3.102  2.364  -2.297
H  5.503  0.898  -4.169
H  5.577  1.614  -2.607
H  6.289  2.454  -4.060
N  0.554  3.467  9.355
C  0.471  2.181  8.881
N  1.401  1.866  7.960
O  -0.362  1.367  9.286
H  0.081  3.839  10.153
H  1.322  4.002  8.994
H  1.280  0.909  7.668
H  2.234  2.413  7.888
O  -0.676  -3.748  1.482
H  -1.289  -3.027  1.307
H  -0.477  -4.095  0.592
O  0.705  -3.677  3.968
H  1.633  -3.567  3.686
H  0.182  -3.555  3.155
O  -0.274  3.470  0.896
H  0.568  3.693  0.486
H  -0.429  2.539  0.656

## Properties
Structure (SMILES) ... COCCNCCOC.COCCNCCOC.COCCNCCOC.COCCNCCOC.COCCNCCOC.COCCNCCOC.COCCNCCOC.NC(N)=O.O.O.O
M ... 1046.44 g/mol
ΔE to the lowest compared entry with this formula, charge and spin ... 0.0 kcal per mole
LUMO ... 0.0083 hartree
Largest force on an atom ... 2.74 eV/A